Record 1
This record from the OMol25 dataset describes a molecular structure, C30H31N10Re. The level of theory is the ωB97M-V functional and the def2-TZVPD basis.

Last column: Mulliken charge in e.
Element x y z (Å)
Re1 -0.3537 -1.4070 -0.9908  0.397
C1 1.2743 2.8330 2.5816  -1.237
C2 1.9883 3.6381 1.5274  1.199
C3 3.0102 4.5164 1.8836  -0.752
C4 3.6491 5.3036 0.9407  -0.679
C5 3.2828 5.2365 -0.3973  -0.756
C6 2.2855 4.3629 -0.7864  -0.468
C7 1.6562 3.5694 0.1690  -0.246
N1 0.6208 2.6723 -0.2752  0.403
C8 0.7459 1.3538 -0.2966  0.759
N2 1.9244 0.8255 0.0775  0.179
C9 2.2608 -0.5181 0.2135  1.287
C10 1.3375 -1.5677 -0.0210  -0.018
C11 1.7170 -2.8991 0.2901  -1.101
C12 2.9871 -3.1732 0.7222  -1.255
C13 3.9057 -2.1263 0.8596  -0.571
C14 3.5732 -0.8027 0.6171  0.799
C15 4.5722 0.3028 0.8202  -1.579
N3 -0.2544 0.5489 -0.6931  0.741
C16 -1.5084 1.0954 -1.1515  -1.056
C17 -2.4359 1.5302 -0.2001  0.028
C18 -3.6644 2.0059 -0.6124  -0.878
C19 -3.9746 2.0232 -1.9711  -0.768
C20 -3.0560 1.5751 -2.9049  -0.950
C21 -1.7976 1.1064 -2.5227  1.259
C22 -0.7936 0.7058 -3.5762  -1.265
H1 1.1171 3.4405 3.4714  0.567
H2 1.8635 1.9647 2.8928  0.237
H3 0.2980 2.4822 2.2457  0.129
H4 3.2871 4.6028 2.9274  0.507
H5 4.4281 5.9869 1.2513  0.449
H6 3.7706 5.8640 -1.1304  0.431
H7 1.9880 4.2925 -1.8259  0.489
H8 -0.2291 3.0621 -0.6618  0.268
H9 2.6443 1.5022 0.3125  -0.138
H10 0.9918 -3.7001 0.1867  0.517
H11 3.2841 -4.1858 0.9576  0.468
H12 4.9135 -2.3576 1.1824  0.463
H13 5.5589 -0.1070 1.0199  0.440
H14 4.3057 0.9330 1.6747  0.351
H15 4.6621 0.9409 -0.0631  0.442
H16 -2.1762 1.4938 0.8527  0.557
H17 -4.3787 2.3662 0.1162  0.508
H18 -4.9345 2.3974 -2.3019  0.494
H19 -3.3068 1.6063 -3.9583  0.508
H20 -1.2958 0.4045 -4.4937  0.473
H21 -0.1404 -0.1266 -3.2755  0.141
H22 -0.1276 1.5360 -3.8210  0.321
N4 -4.0569 -2.0479 0.7883  0.014
C23 -3.2127 -2.0817 -0.2291  -0.453
N5 -1.9727 -1.7829 0.1697  -0.070
C24 -2.0337 -1.5377 1.5567  0.926
C25 -1.0582 -1.1878 2.4857  -0.393
C26 -1.4734 -1.0190 3.7918  -0.917
C27 -2.8117 -1.1919 4.1735  -0.698
C28 -3.7836 -1.5420 3.2592  -0.995
C29 -3.3639 -1.7085 1.9462  0.443
H23 -5.0449 -2.2534 0.7221  0.271
H24 -3.5027 -2.3222 -1.2399  0.472
H25 -0.0196 -1.0697 2.2063  0.528
H26 -0.7476 -0.7566 4.5498  0.486
H27 -3.0849 -1.0543 5.2106  0.440
H28 -4.8150 -1.6826 3.5539  0.469
N6 -1.8384 -6.3362 -2.5767  -0.531
N7 -1.1906 -5.1477 -2.6087  1.051
N8 -0.4926 -4.7719 -3.6617  -0.807
C30 -0.1425 -3.5461 -3.3452  -0.265
N9 -0.6291 -3.2143 -2.1291  0.158
N10 -1.3087 -4.2676 -1.6705  -0.327
H29 -1.3968 -6.9992 -3.2052  0.337
H30 -1.9497 -6.6778 -1.6294  0.303
H31 0.4533 -2.9110 -3.9808  0.466

Summary:
⟨S²⟩ = 3.78
spin multiplicity = 4
DFT total energy = -48618.20333 eV
charge = +3
highest occupied orbital energy (alpha / beta) = -16.234 / -16.234 eV
orbital gap (alpha / beta) = 6.29 / 5.77 eV

***

Record 2
This record from the OMol25 dataset describes a molecular structure, C30H31N2OPS2V at a distorted geometry. The level of theory is the ωB97M-V functional and the def2-TZVPD basis.

Last column: Mulliken charge in e.
Element x y z (Å)
V1 -0.0860 -0.3386 -0.1681  0.408
C1 1.2219 2.3480 0.9765  -1.410
N1 1.5735 0.9167 0.7726  1.253
C2 2.6376 0.8108 -0.2656  -0.880
C3 2.0547 1.0135 -1.6488  -1.190
N2 1.0286 -0.0328 -1.9369  1.614
C4 1.7063 -1.3261 -2.2215  -1.149
C5 0.1660 0.4141 -3.0344  -0.487
C6 0.4939 0.1676 -4.3570  -0.559
C7 -0.3358 0.6334 -5.3658  -0.856
C8 -1.4767 1.3538 -5.0385  -0.758
C9 -1.7918 1.6069 -3.7128  -0.506
C10 -0.9730 1.1401 -2.6847  0.706
S1 -1.3647 1.4797 -0.9873  -0.326
C11 2.0686 0.3352 2.0245  -0.496
C12 2.9676 1.0269 2.8260  -0.625
C13 3.4386 0.4588 3.9989  -0.922
C14 3.0132 -0.8063 4.3785  -0.658
C15 2.1240 -1.5022 3.5791  -0.840
C16 1.6544 -0.9399 2.3946  1.129
S2 0.5504 -1.8916 1.3879  -0.458
H1 2.1216 2.9487 1.1179  0.388
H2 0.5910 2.4335 1.8588  0.352
H3 0.6677 2.7173 0.1208  0.433
H4 3.0954 -0.1750 -0.1750  0.422
H5 3.4205 1.5517 -0.0773  0.512
H6 2.8469 0.9588 -2.4004  0.430
H7 1.5690 1.9841 -1.7341  0.467
H8 2.5079 -1.1894 -2.9505  0.518
H9 0.9868 -2.0382 -2.6131  0.063
H10 2.1401 -1.7262 -1.3056  0.343
H11 1.3790 -0.3994 -4.6111  0.413
H12 -0.0914 0.4328 -6.3999  0.468
H13 -2.1254 1.7241 -5.8211  0.417
H14 -2.6793 2.1725 -3.4586  0.469
H15 3.3094 2.0131 2.5441  0.341
H16 4.1357 1.0084 4.6163  0.422
H17 3.3692 -1.2483 5.2988  0.418
H18 1.7845 -2.4896 3.8629  0.470
O1 -1.6651 0.2764 2.4255  -0.280
C17 -1.1170 0.0190 1.4698  0.195
C18 -3.4530 -1.0377 -1.6000  -1.655
P1 -1.9402 -1.8621 -1.0090  2.350
C19 -1.3742 -2.8317 -2.4438  -0.288
C20 -1.5703 -2.3744 -3.7421  -0.376
C21 -1.0482 -3.0833 -4.8184  -0.785
C22 -0.3278 -4.2469 -4.6027  -0.556
C23 -0.1271 -4.7089 -3.3050  -0.729
C24 -0.6438 -4.0039 -2.2322  -0.366
C25 -2.6827 -3.1572 0.0585  1.029
C26 -3.3725 -4.2139 -0.5421  -0.616
C27 -4.0300 -5.1564 0.2289  -0.810
C28 -4.0145 -5.0577 1.6148  -0.531
C29 -3.3431 -4.0093 2.2205  -0.888
C30 -2.6816 -3.0647 1.4459  -0.229
H19 -4.1213 -1.7955 -2.0097  0.495
H20 -3.2394 -0.2748 -2.3446  0.402
H21 -3.9298 -0.5571 -0.7463  0.408
H22 -2.1189 -1.4590 -3.9274  0.411
H23 -1.2095 -2.7217 -5.8254  0.470
H24 0.0740 -4.7994 -5.4414  0.421
H25 0.4276 -5.6216 -3.1328  0.432
H26 -0.4878 -4.3712 -1.2237  0.448
H27 -3.3957 -4.3078 -1.6209  0.426
H28 -4.5573 -5.9689 -0.2529  0.418
H29 -4.5262 -5.7959 2.2175  0.401
H30 -3.3278 -3.9212 3.2985  0.450
H31 -2.1639 -2.2632 1.9512  0.017

Summary:
⟨S²⟩ = 2.03
spin multiplicity = 3
DFT total energy = -93284.97235 eV
charge = +1
highest occupied orbital energy (alpha / beta) = -10.577 / -10.791 eV
orbital gap (alpha / beta) = 6.90 / 7.22 eV

***

Record 3
This record from the OMol25 dataset describes a molecular structure, C30H31NO6RhSSb at a distorted geometry. The level of theory is the ωB97M-V functional and the def2-TZVPD basis.

Last column: Mulliken charge in e.
Element x y z (Å)
Rh1 0.8719 1.0541 1.4566  0.935
O1 2.6163 1.1511 5.4338  -0.437
C1 1.8545 1.1870 4.3742  0.637
O2 1.9132 0.3870 3.4549  -0.543
C2 0.8785 2.3421 4.3590  -0.628
O3 -0.1471 2.0552 3.4293  -0.349
C3 -1.1306 1.1342 3.9193  -0.634
C4 -1.3152 -0.0723 2.9736  0.279
O4 -1.9081 -1.0265 3.3925  -0.587
O5 -0.8753 0.0915 1.7464  0.114
H1 3.2389 0.4048 5.4152  0.440
H2 1.4075 3.2325 4.0113  0.335
H3 0.4941 2.5419 5.3595  0.466
H4 -2.0999 1.6339 3.9624  0.420
H5 -0.8791 0.7414 4.9027  0.470
O6 2.8149 2.2695 1.5925  -0.269
C5 3.0287 3.5328 0.9053  -0.652
C6 3.1011 3.3929 -0.6048  -0.885
C7 1.8801 2.6703 -1.1861  -0.192
C8 0.5893 3.2340 -0.6817  0.529
C9 0.0453 4.3837 -1.2380  -0.692
C10 -1.1243 4.9164 -0.7265  -0.564
C11 -1.7518 4.2750 0.3320  -0.981
C12 -1.1803 3.1308 0.8410  -0.576
N1 -0.0317 2.6348 0.3560  1.152
H6 3.5492 1.6776 1.3721  0.271
H7 3.9465 3.9806 1.2853  0.396
H8 2.1907 4.1591 1.2093  0.373
H9 3.9929 2.8236 -0.8798  0.386
H10 3.2127 4.3917 -1.0300  0.436
H11 1.9267 1.6215 -0.9129  -0.737
H12 1.9061 2.7164 -2.2749  0.627
H13 0.5507 4.8484 -2.0738  0.595
H14 -1.5463 5.8169 -1.1525  0.476
H15 -2.6675 4.6584 0.7577  0.535
H16 -1.6364 2.5867 1.6521  0.284
S1 1.4936 -0.6082 -0.0073  -0.464
Sb1 -0.2143 -1.9528 -0.9556  1.690
C13 -0.8517 -3.5641 0.2391  0.852
C14 -0.6539 -3.5429 1.6094  -0.423
C15 -1.1290 -4.6062 2.3639  -0.658
C16 -1.7756 -5.6655 1.7443  -0.576
C17 -1.9626 -5.6730 0.3675  -0.637
C18 -1.5022 -4.6155 -0.4012  -0.442
C19 -1.8260 -0.8301 -1.7211  0.525
C20 -2.1658 0.4148 -1.2119  -0.080
C21 -3.2711 1.0711 -1.7340  -0.559
C22 -4.0226 0.4808 -2.7412  -0.677
C23 -3.6737 -0.7670 -3.2397  -0.714
C24 -2.5674 -1.4329 -2.7313  -0.759
C25 0.9126 -2.6610 -2.5812  0.639
C26 1.4158 -3.9570 -2.5626  -0.571
C27 2.2303 -4.3747 -3.6057  -0.639
C28 2.5399 -3.5005 -4.6382  -0.525
C29 2.0293 -2.2077 -4.6471  -0.600
C30 1.2119 -1.7772 -3.6145  -0.564
H17 -0.1549 -2.7168 2.0907  0.166
H18 -0.9981 -4.5919 3.4372  0.432
H19 -2.1389 -6.4946 2.3364  0.404
H20 -2.4693 -6.5001 -0.1108  0.416
H21 -1.6511 -4.6211 -1.4750  0.359
H22 -1.5889 0.8602 -0.4118  0.224
H23 -3.5529 2.0430 -1.3495  0.485
H24 -4.8880 0.9925 -3.1398  0.409
H25 -4.2611 -1.2247 -4.0240  0.427
H26 -2.2923 -2.4023 -3.1311  0.373
H27 1.1747 -4.6379 -1.7549  0.444
H28 2.6279 -5.3804 -3.6062  0.426
H29 3.1849 -3.8278 -5.4424  0.408
H30 2.2729 -1.5340 -5.4576  0.420
H31 0.8020 -0.7737 -3.6256  0.359

Summary:
DFT total energy = -65754.65559 eV
charge = +2
highest occupied orbital energy = -14.105 eV
orbital gap = 6.74 eV